(1)
99
Properties=species:S:1:pos:R:3 method="wB97M-V/def2-TZVPD" total_charge=-1 homo_ev=-5.1 spin_multiplicity=1
N 1.861 9.163 1.605
Ga 2.944 10.039 0.263
O 2.129 11.678 -0.132
C 2.776 8.890 -1.497
F 2.011 7.742 -1.257
F 2.116 9.539 -2.542
C 4.060 8.331 -2.133
F 3.804 7.284 -2.963
F 4.916 7.881 -1.200
F 4.697 9.255 -2.876
H 1.953 8.155 1.503
H 0.887 9.351 1.382
H 4.449 10.220 0.733
H 1.396 11.485 -0.725
C 3.587 3.320 -3.747
C 2.307 2.778 -3.114
C 1.846 3.569 -1.881
O 2.597 3.328 -0.706
C 3.816 4.049 -0.633
N 2.465 1.346 -2.833
H 4.469 3.039 -3.173
H 3.712 2.918 -4.753
H 3.553 4.408 -3.812
H 1.508 2.874 -3.856
H 0.826 3.259 -1.639
H 1.821 4.645 -2.098
H 3.728 5.032 -1.103
H 4.632 3.492 -1.099
H 4.061 4.191 0.419
H 1.573 0.957 -2.540
H 3.065 1.267 -2.015
C 2.938 -4.209 -3.130
C 3.690 -2.966 -3.595
C 5.128 -2.884 -3.066
O 5.237 -2.543 -1.697
C 5.076 -3.610 -0.787
N 2.897 -1.783 -3.264
H 2.599 -4.117 -2.100
H 2.046 -4.356 -3.740
H 3.555 -5.108 -3.207
H 3.773 -3.007 -4.686
H 5.648 -2.088 -3.603
H 5.667 -3.823 -3.258
H 5.500 -4.538 -1.185
H 4.025 -3.782 -0.536
H 5.610 -3.343 0.125
H 3.297 -0.941 -3.668
H 2.957 -1.639 -2.260
C -0.950 -6.036 -0.825
C 0.304 -6.503 -0.092
C 0.035 -7.071 1.308
O -0.251 -6.098 2.291
C -1.593 -5.650 2.336
N 1.279 -5.412 -0.079
H -1.298 -5.074 -0.450
H -0.734 -5.908 -1.885
H -1.763 -6.758 -0.725
H 0.739 -7.322 -0.674
H 0.942 -7.572 1.655
H -0.767 -7.821 1.275
H -2.293 -6.461 2.117
H -1.770 -4.826 1.642
H -1.784 -5.287 3.346
H 2.166 -5.750 0.284
H 0.967 -4.721 0.598
C -7.039 -5.090 5.676
C -6.641 -5.989 4.510
C -5.207 -5.772 4.011
O -5.012 -4.602 3.247
C -4.820 -3.409 3.985
N -7.637 -5.859 3.444
H -7.261 -4.077 5.341
H -7.939 -5.476 6.153
H -6.248 -5.037 6.427
H -6.681 -7.024 4.864
H -4.954 -6.598 3.340
H -4.494 -5.800 4.847
H -4.263 -3.601 4.908
H -5.766 -2.923 4.234
H -4.243 -2.729 3.360
H -7.457 -6.549 2.721
H -7.499 -4.961 2.990
C -3.550 2.576 -0.770
C -4.017 3.426 0.407
C -3.190 4.698 0.630
O -1.923 4.480 1.208
C -0.889 4.137 0.302
N -4.089 2.587 1.607
H -2.654 2.009 -0.520
H -4.323 1.856 -1.041
H -3.332 3.192 -1.643
H -5.036 3.763 0.187
H -3.727 5.334 1.339
H -3.086 5.264 -0.306
H -1.013 4.657 -0.653
H -0.848 3.059 0.126
H 0.057 4.445 0.744
H -4.520 3.114 2.361
H -3.137 2.417 1.921



(2)
13
Properties=species:S:1:pos:R:3 method="wB97M-V/def2-TZVPD" homo_ev=-9.0 spin_multiplicity=1
Tl -14.197 20.103 14.705
O -13.898 18.705 12.207
H -13.935 18.412 11.275
O -12.857 24.446 16.813
C -13.318 23.199 16.742
O -13.556 22.530 17.766
O -13.394 22.731 15.630
H -12.647 24.492 15.877
O -11.136 18.101 18.092
C -11.918 19.134 18.014
O -12.451 19.498 16.962
O -12.139 19.721 19.081
H -10.921 18.109 19.028



(3)
9
Properties=species:S:1:pos:R:3 method="wB97M-V/def2-TZVPD" homo_ev="-9.3 / -9.3" spin_multiplicity=1 de_lowest_kj_mol=368.8
O 0.110 1.289 -0.998
C 0.338 0.268 -0.281
C -0.813 -0.318 0.446
O -1.907 0.346 0.215
C 1.646 -0.292 -0.195
N 2.637 -0.861 -0.019
H -0.906 1.424 -0.850
H -0.393 -0.441 1.488
H -0.711 -1.415 0.195



(4)
19
Properties=species:S:1:pos:R:3 method="wB97M-V/def2-TZVPD" homo_ev=-7.6 smiles="C=C(O)N(C)N.C=N" spin_multiplicity=1 de_lowest_kj_mol=314.8
C -0.209 -0.807 2.135
C 0.243 1.631 -0.239
N -1.412 -0.527 1.939
H -1.933 -0.212 2.750
H -1.832 -0.077 0.039
H 0.383 -1.145 1.289
H 0.311 -0.754 3.097
H 1.015 1.373 0.488
H -0.618 2.047 0.286
H 0.643 2.394 -0.914
C 0.713 -0.586 -1.186
C 2.041 -0.456 -1.173
O 0.128 -1.785 -1.421
N -0.179 0.470 -0.998
N -1.533 0.082 -0.926
H -0.833 -1.617 -1.428
H -2.110 0.797 -1.357
H 2.654 -1.315 -1.362
H 2.526 0.486 -1.020